# C47H54N5O3Pb

C47H54N5O3Pb as an isolated structure (ωB97M-V/def2-TZVPD, OMol25).

Cartesian coordinates (Å):
Pb (1.380, 0.292, -0.139)
C (1.135, 3.188, -2.367)
C (0.014, 2.185, -2.647)
C (-1.318, 2.912, -2.847)
C (0.408, 1.275, -3.795)
C (0.320, 1.774, -5.085)
C (0.712, 1.030, -6.189)
C (1.280, -0.210, -5.958)
C (1.434, -0.734, -4.679)
C (2.291, -1.984, -4.533)
C (3.682, -1.781, -5.143)
C (1.642, -3.233, -5.131)
C (0.914, -0.030, -3.564)
N (0.935, -0.538, -2.281)
C (0.696, -1.917, -2.137)
C (0.971, -2.617, -1.022)
N (1.581, -2.021, 0.080)
C (2.075, -2.676, 1.198)
C (3.354, -2.243, 1.664)
C (3.860, -2.673, 2.879)
C (3.176, -3.583, 3.664)
C (1.980, -4.077, 3.178)
C (1.411, -3.670, 1.970)
C (0.092, -4.358, 1.643)
C (-1.064, -3.442, 1.253)
C (0.254, -5.555, 0.698)
C (4.258, -1.369, 0.810)
C (4.640, -0.058, 1.501)
C (5.512, -2.137, 0.382)
H (0.925, 3.770, -1.471)
H (1.255, 3.860, -3.222)
H (2.088, 2.674, -2.219)
H (-0.126, 1.576, -1.750)
H (-1.238, 3.710, -3.589)
H (-1.632, 3.364, -1.904)
H (-2.097, 2.223, -3.178)
H (-0.077, 2.773, -5.229)
H (0.618, 1.424, -7.193)
H (1.656, -0.781, -6.801)
H (2.453, -2.158, -3.468)
H (3.645, -1.623, -6.223)
H (4.301, -2.662, -4.959)
H (4.178, -0.918, -4.697)
H (1.563, -3.137, -6.217)
H (0.637, -3.394, -4.744)
H (2.237, -4.124, -4.917)
H (0.173, -2.434, -2.939)
H (0.732, -3.673, -1.026)
H (4.824, -2.300, 3.208)
H (3.562, -3.906, 4.622)
H (1.439, -4.807, 3.771)
H (-0.211, -4.799, 2.598)
H (-0.963, -3.060, 0.242)
H (-1.129, -2.593, 1.935)
H (-2.005, -3.995, 1.310)
H (0.739, -5.294, -0.242)
H (-0.719, -5.995, 0.466)
H (0.869, -6.321, 1.173)
H (3.717, -1.136, -0.107)
H (5.279, -0.247, 2.368)
H (3.760, 0.487, 1.856)
H (5.192, 0.593, 0.820)
H (6.124, -2.399, 1.250)
H (6.124, -1.534, -0.292)
H (5.245, -3.061, -0.131)
C (0.881, 7.741, 1.067)
O (1.244, 7.225, 2.331)
C (1.231, 5.864, 2.483)
C (1.639, 5.405, 3.756)
C (1.634, 4.056, 3.984)
C (1.263, 3.100, 3.015)
C (1.273, 1.682, 3.372)
C (1.551, 1.294, 4.820)
O (1.071, 0.757, 2.585)
C (0.871, 3.564, 1.706)
O (0.543, 2.788, 0.766)
C (0.851, 4.987, 1.500)
H (0.987, 8.821, 1.136)
H (-0.153, 7.492, 0.818)
H (1.536, 7.357, 0.281)
H (1.938, 6.118, 4.510)
H (1.944, 3.710, 4.961)
H (0.887, 1.812, 5.513)
H (2.577, 1.541, 5.098)
H (1.413, 0.220, 4.904)
H (0.522, 5.317, 0.527)
N (-5.975, 0.731, 1.805)
C (-7.290, 0.314, 1.863)
C (-8.421, 0.842, 2.481)
C (-9.597, 0.137, 2.321)
C (-9.647, -1.053, 1.572)
C (-8.520, -1.565, 0.964)
C (-7.323, -0.866, 1.113)
N (-6.059, -1.154, 0.613)
C (-5.301, -0.187, 1.045)
C (-3.852, -0.065, 0.760)
C (-3.063, 0.899, 1.367)
C (-1.712, 0.959, 1.060)
N (-1.147, 0.109, 0.198)
C (-1.911, -0.811, -0.398)
C (-3.265, -0.935, -0.143)
H (-5.589, 1.565, 2.211)
H (-8.385, 1.757, 3.058)
H (-10.502, 0.508, 2.783)
H (-10.590, -1.573, 1.474)
H (-8.551, -2.479, 0.386)
H (-3.457, 1.608, 2.084)
H (-1.051, 1.696, 1.489)
H (-1.402, -1.446, -1.110)
H (-3.855, -1.695, -0.635)

Forces on the atoms, in the same order (eV/Å):
Pb 0.538 -0.035 -0.091
C 0.044 0.044 -0.060
C -0.023 -0.064 0.131
C 0.020 -0.024 -0.047
C -0.167 0.213 -0.005
C -0.039 -0.036 -0.031
C 0.040 -0.042 0.154
C -0.032 -0.019 -0.094
C 0.097 -0.089 -0.158
C 0.094 -0.010 0.154
C 0.042 0.014 0.011
C -0.019 0.044 -0.090
C 0.084 0.268 -0.058
N -0.245 -0.834 0.492
C -0.135 0.243 -0.146
C 0.288 -0.107 0.218
N -0.429 0.210 -0.354
C 0.155 0.052 0.166
C 0.025 -0.061 -0.102
C 0.047 -0.034 0.031
C -0.053 0.041 -0.074
C -0.005 -0.068 -0.004
C 0.034 0.004 0.008
C -0.094 -0.005 0.155
C 0.001 0.028 -0.052
C 0.082 -0.041 -0.009
C -0.017 0.097 -0.005
C -0.076 0.041 0.038
C 0.021 -0.016 0.071
H -0.025 -0.016 0.027
H 0.007 -0.007 -0.015
H 0.013 0.006 0.013
H -0.023 0.016 -0.180
H -0.004 0.012 -0.022
H 0.016 0.036 -0.002
H -0.013 -0.019 0.019
H -0.018 0.024 -0.022
H -0.015 0.006 -0.015
H 0.015 -0.006 -0.004
H -0.068 -0.013 -0.116
H -0.038 0.004 -0.020
H 0.020 -0.010 0.007
H -0.007 0.021 0.001
H -0.010 -0.009 -0.014
H 0.002 -0.007 0.019
H 0.031 -0.007 0.000
H 0.108 0.045 -0.060
H 0.025 0.134 0.046
H 0.001 -0.004 0.002
H 0.018 -0.013 0.015
H -0.011 -0.012 -0.001
H -0.031 -0.003 -0.009
H 0.001 -0.032 0.036
H 0.015 0.049 -0.006
H -0.019 -0.015 -0.003
H -0.036 -0.051 0.056
H -0.023 -0.007 0.010
H 0.016 -0.014 -0.010
H -0.011 -0.006 -0.013
H 0.001 -0.002 0.019
H 0.059 -0.065 -0.040
H 0.015 0.006 -0.024
H 0.009 -0.012 -0.008
H 0.008 0.027 -0.006
H -0.014 -0.011 -0.005
C 0.017 -0.077 0.065
O 0.022 -0.061 0.026
C -0.069 0.040 -0.071
C -0.028 -0.024 -0.106
C 0.004 0.004 0.067
C 0.028 -0.163 0.234
C 0.050 0.232 -0.101
C 0.004 -0.007 -0.028
O -0.070 -0.047 0.099
C 0.071 -0.272 0.021
O -0.180 0.244 -0.170
C 0.052 0.111 0.141
H 0.002 -0.003 0.005
H -0.023 -0.007 -0.013
H 0.009 0.003 -0.026
H 0.006 0.016 0.012
H -0.006 0.019 0.000
H -0.013 -0.009 0.001
H 0.017 0.005 -0.016
H 0.001 -0.020 0.002
H 0.009 0.023 -0.072
N -0.179 -0.008 0.047
C 0.028 0.162 0.090
C 0.095 -0.048 -0.064
C -0.063 -0.085 -0.037
C 0.001 0.096 0.065
C 0.016 0.008 -0.002
C 0.135 -0.139 -0.112
N -0.232 0.061 0.086
C 0.518 0.018 -0.100
C -0.549 -0.065 0.095
C 0.247 0.122 0.019
C -0.260 -0.314 -0.001
N -0.093 0.154 0.102
C -0.071 0.251 -0.074
C 0.189 -0.058 -0.109
H -0.009 -0.031 -0.020
H 0.003 0.010 0.009
H -0.010 -0.003 0.002
H -0.017 0.005 0.005
H 0.009 -0.013 -0.010
H -0.012 -0.003 0.002
H 0.076 0.061 0.038
H 0.005 -0.044 -0.026
H -0.021 0.000 0.002

Net charge ... -1

***

# C47H55O4

A 3-piece molecular cluster, C47H55O4 overall (ωB97M-V/def2-TZVPD, OMol25).

Cartesian coordinates (Å):
C (4.957, -2.342, 3.197)
C (6.167, -2.358, 2.273)
C (7.006, -1.058, 2.173)
C (6.338, -0.001, 1.276)
C (5.698, 1.158, 2.046)
C (5.412, 2.428, 1.240)
C (4.092, 2.359, 0.464)
C (4.163, 1.529, -0.814)
C (4.517, 2.264, -2.108)
C (3.692, 3.506, -2.424)
C (2.207, 3.173, -2.626)
C (1.324, 3.387, -1.380)
C (0.793, 2.089, -0.755)
C (0.455, 2.244, 0.734)
C (0.712, 1.023, 1.635)
C (0.813, -0.343, 0.941)
C (2.273, -0.796, 0.740)
C (2.583, -1.307, -0.662)
C (2.099, -2.754, -0.909)
H (4.242, -1.582, 2.838)
H (5.272, -2.013, 4.201)
H (5.790, -2.561, 1.264)
H (6.847, -3.169, 2.554)
H (7.085, -0.643, 3.178)
H (8.016, -1.269, 1.800)
H (5.551, -0.527, 0.734)
H (7.021, 0.394, 0.521)
H (6.379, 1.421, 2.857)
H (4.779, 0.804, 2.510)
H (5.340, 3.263, 1.940)
H (6.242, 2.656, 0.568)
H (3.375, 1.884, 1.136)
H (3.717, 3.362, 0.267)
H (3.209, 1.027, -0.974)
H (4.887, 0.734, -0.672)
H (4.322, 1.563, -2.923)
H (5.585, 2.480, -2.158)
H (3.801, 4.279, -1.665)
H (4.088, 3.931, -3.347)
H (2.127, 2.144, -2.975)
H (1.817, 3.798, -3.428)
H (1.881, 3.930, -0.621)
H (0.484, 4.019, -1.667)
H (-0.118, 1.817, -1.291)
H (1.529, 1.310, -0.920)
H (-0.570, 2.582, 0.825)
H (1.061, 3.064, 1.121)
H (-0.089, 0.979, 2.374)
H (1.622, 1.191, 2.206)
H (0.267, -0.352, -0.002)
H (0.319, -1.068, 1.588)
H (2.512, -1.579, 1.457)
H (2.949, 0.022, 0.985)
H (3.656, -1.259, -0.824)
H (2.108, -0.643, -1.385)
H (1.509, -3.098, -0.063)
H (2.947, -3.422, -1.020)
H (1.493, -2.816, -1.809)
C (-2.902, -4.122, -1.079)
C (-1.946, -3.117, -0.977)
C (-1.630, -2.344, -2.081)
C (-2.265, -2.574, -3.294)
C (-3.218, -3.590, -3.400)
C (-3.537, -4.358, -2.287)
C (-3.892, -3.880, -4.697)
O (-4.727, -4.755, -4.790)
C (-3.501, -3.064, -5.883)
C (-4.079, -3.343, -7.114)
C (-3.738, -2.590, -8.224)
C (-2.822, -1.550, -8.108)
C (-2.240, -1.269, -6.884)
C (-2.573, -2.027, -5.769)
C (-1.917, -1.720, -4.465)
O (-1.129, -0.804, -4.363)
H (-3.150, -4.723, -0.214)
H (-1.443, -2.935, -0.035)
H (-0.884, -1.564, -2.007)
H (-4.279, -5.139, -2.379)
H (-4.793, -4.151, -7.191)
H (-4.187, -2.812, -9.183)
H (-2.560, -0.960, -8.977)
H (-1.524, -0.466, -6.782)
C (-6.656, 2.771, 7.113)
C (-7.044, 1.454, 7.340)
C (-6.747, 0.472, 6.412)
C (-6.066, 0.802, 5.248)
C (-5.689, 2.125, 5.013)
C (-5.981, 3.106, 5.952)
C (-4.983, 2.514, 3.757)
O (-4.655, 3.664, 3.557)
C (-4.705, 1.446, 2.756)
C (-4.083, 1.786, 1.563)
C (-3.801, 0.807, 0.626)
C (-4.142, -0.517, 0.877)
C (-4.767, -0.862, 2.063)
C (-5.053, 0.116, 3.006)
C (-5.742, -0.275, 4.268)
O (-6.035, -1.431, 4.493)
H (-6.882, 3.536, 7.844)
H (-7.576, 1.196, 8.246)
H (-7.036, -0.556, 6.581)
H (-5.676, 4.125, 5.763)
H (-3.819, 2.819, 1.380)
H (-3.314, 1.073, -0.303)
H (-3.919, -1.280, 0.143)
H (-5.039, -1.888, 2.268)

Forces on the atoms, in the same order (eV/Å):
C -0.038 0.137 -0.128
C -0.292 0.222 0.279
C -0.236 0.043 -0.176
C -0.379 -0.194 0.140
C 0.527 0.172 -0.208
C -0.393 0.007 0.087
C 0.349 -0.162 0.113
C -0.142 0.205 -0.243
C 0.012 -0.048 0.105
C -0.002 -0.273 -0.269
C -0.075 0.435 0.192
C -0.062 -0.327 -0.216
C -0.192 0.489 0.036
C 0.522 0.041 -0.116
C -0.570 -0.041 -0.042
C 0.245 -0.141 0.467
C -0.026 -0.111 -0.174
C -0.237 -0.475 0.098
C 0.045 0.484 0.082
H -0.047 0.030 0.025
H -0.005 -0.034 0.121
H 0.235 -0.271 -0.226
H 0.082 -0.152 -0.062
H 0.240 -0.053 0.177
H 0.121 0.001 -0.013
H -0.057 -0.016 -0.168
H 0.177 0.091 -0.002
H 0.029 0.033 0.137
H -0.085 -0.068 0.212
H 0.041 0.107 0.053
H 0.127 0.003 -0.090
H -0.103 0.198 0.001
H -0.017 0.110 -0.077
H 0.307 0.142 0.020
H 0.040 -0.133 -0.020
H 0.148 -0.114 -0.130
H 0.117 0.179 0.131
H 0.048 0.076 0.122
H 0.045 0.078 -0.083
H -0.097 -0.143 -0.054
H -0.019 0.035 -0.142
H 0.100 0.140 0.017
H -0.138 0.122 0.147
H 0.058 -0.332 -0.156
H -0.202 -0.072 0.122
H -0.374 0.013 0.064
H 0.013 0.125 0.077
H -0.047 0.049 0.096
H 0.126 -0.081 0.084
H -0.077 0.078 -0.150
H -0.110 -0.125 -0.035
H 0.142 -0.080 0.109
H -0.050 -0.039 -0.037
H 0.117 0.024 -0.092
H 0.065 0.035 -0.194
H -0.096 -0.154 0.038
H 0.038 -0.186 0.039
H -0.089 -0.129 -0.127
C 0.007 0.053 0.011
C -0.003 -0.020 0.051
C 0.081 0.046 0.135
C -0.054 -0.027 -0.067
C 0.033 0.030 -0.086
C -0.003 -0.025 0.084
C -0.041 -0.058 0.044
O -0.006 0.001 -0.017
C 0.051 0.040 0.054
C -0.026 0.016 -0.101
C 0.017 0.022 0.001
C -0.020 -0.018 -0.003
C 0.002 0.031 -0.105
C -0.030 -0.075 0.043
C 0.033 0.061 0.059
O -0.001 0.006 -0.021
H 0.017 -0.011 0.008
H 0.021 -0.010 -0.004
H -0.008 0.026 -0.063
H -0.010 -0.001 -0.067
H -0.006 -0.020 0.071
H -0.005 0.004 -0.011
H 0.002 0.001 -0.012
H 0.022 -0.010 0.071
C -0.008 -0.023 0.007
C 0.006 0.026 -0.006
C -0.037 0.011 0.098
C 0.043 0.049 -0.055
C -0.001 -0.077 -0.044
C -0.041 0.042 0.090
C 0.035 0.041 -0.032
O -0.019 0.025 0.001
C -0.042 -0.032 0.085
C 0.089 -0.003 -0.100
C 0.003 0.011 -0.011
C -0.005 -0.034 -0.042
C 0.040 -0.046 -0.093
C -0.028 0.076 0.051
C -0.006 -0.100 -0.003
O -0.021 0.029 -0.008
H -0.006 0.004 0.009
H 0.003 0.001 0.013
H 0.034 -0.033 -0.056
H 0.026 -0.006 -0.066
H -0.007 0.028 0.060
H 0.020 -0.008 0.006
H 0.013 0.000 0.001
H -0.024 0.004 0.060

Net charge ... -1

***

| no. | HOMO (eV) | total energy (eV) |
| --- | --- | --- |
| 1 | -3.21 | -68459.23319 |
| 2 | -1.08 | -57820.66768 |